# 1
Computed, not measured: the molecule C2ClF3, with ωB97M-V with the def2-TZVPD basis set.

Output
SMILES   FC(F)=C(F)Cl
Relative energy (zero: lowest compared OMol25 entry of this formula, charge and spin)   23.5 kJ/mol
Orbital gap   0.387 Ha
Total energy   -835.94610 Ha
Multiplicity   1
Highest occupied orbital energy   -9.8 eV

```
6
C2ClF3 (ωB97M-V with the def2-TZVPD basis set)
F -0.93 -1.55 -0.06
C -0.59 -0.30 -0.01
F -1.64 0.49 0.15
C 0.55 0.29 -0.10
F 0.63 1.61 -0.05
Cl 1.98 -0.54 0.08
```

Want to see where the charge sits? The Löwdin charges in e are:
1. F 0.18
2. C -0.44
3. F 0.14
4. C -0.75
5. F 0.07
6. Cl 0.80

***

# 2
Computed, not measured: a structure of composition C14H12O2PReS4Sb, with ωB97M-V with the def2-TZVPD basis set.

Output
Orbital gap   0.272 Ha
Total energy   -2942.69871 Ha
Multiplicity   1
Total charge   +3
Highest occupied orbital energy   -17.8 eV

```
35
C14H12O2PReS4Sb (ωB97M-V with the def2-TZVPD basis set)
Re 0.28 -2.75 -0.02
O 3.94 -1.25 0.01
C 3.26 -0.37 0.00
O 1.13 -0.97 0.04
C 2.68 0.95 -0.02
P 0.82 0.61 0.01
C 0.14 1.04 1.57
C 0.72 0.40 2.68
C 0.30 0.72 3.95
C -0.70 1.67 4.14
C -1.27 2.32 3.05
C -0.85 2.01 1.76
C 0.09 0.98 -1.54
C 0.69 0.34 -2.64
C 0.23 0.60 -3.92
C -0.82 1.49 -4.10
C -1.41 2.13 -3.02
C -0.96 1.88 -1.74
H 3.03 1.46 -0.93
H 3.04 1.49 0.87
H 1.50 -0.34 2.56
H 0.75 0.23 4.81
H -1.02 1.92 5.14
H -2.03 3.07 3.20
H -1.30 2.55 0.94
H 1.52 -0.35 -2.52
H 0.69 0.11 -4.77
H -1.18 1.69 -5.11
H -2.22 2.83 -3.18
H -1.42 2.40 -0.92
S -3.16 -7.02 2.04
Sb -3.14 -7.03 -0.09
S -1.69 -3.34 -0.12
S 1.50 -4.40 0.06
S -3.12 -7.07 -2.21
```

Want to see where the charge sits? The Löwdin charges in e are:
1. Re 0.47
2. O 0.41
3. C -0.06
4. O -0.64
5. C -0.05
6. P 0.97
7. C -0.30
8. C -0.08
9. C -0.02
10. C 0.00
11. C -0.02
12. C -0.04
13. C -0.30
14. C -0.08
15. C -0.02
16. C 0.00
17. C -0.02
18. C -0.04
19. H 0.16
20. H 0.16
21. H 0.11
22. H 0.13
23. H 0.14
24. H 0.13
25. H 0.09
26. H 0.11
27. H 0.13
28. H 0.14
29. H 0.13
30. H 0.09
31. S 0.19
32. Sb 0.59
33. S 0.10
34. S 0.22
35. S 0.19